Entry 1:
Here is the ion C8H17N4 with charge +1 at a distorted geometry from the OMol25 dataset. Energies are from ωB97M-V/def2-TZVPD.

Structure (XYZ):
```
29
Properties=species:S:1:pos:R:3:lowdin_charge:R:1
H 3.4445 -2.2213 0.1740 0.14
N 3.0001 -1.3267 -0.1904 0.12
C 3.5070 -0.2228 -0.2005 -0.57
N 4.7728 -0.0510 0.2654 0.13
N 2.9616 0.9962 -0.5322 0.10
C 1.6957 1.5651 -0.3073 -0.03
C 0.4494 1.1435 -0.0869 -0.02
C -0.3458 -0.0690 -0.0380 -0.26
N 0.3204 -1.1635 -0.0779 0.21
C -1.8327 -0.0722 -0.0603 -0.50
C -2.3476 0.8849 1.1323 0.00
C -2.2968 -1.5574 0.1753 -0.04
C -2.2295 0.4279 -1.4770 0.00
H 5.3157 0.7666 0.0110 0.10
H 5.3744 -0.9003 0.5538 0.16
H 3.5537 1.7659 -0.7544 0.13
H 1.8153 2.5962 -0.6549 0.14
H -0.1471 2.0048 0.1405 0.11
H -0.1435 -2.0681 -0.3577 0.14
H 1.3738 -1.3114 -0.3542 0.09
H -2.6892 1.8936 0.6902 0.11
H -1.5365 0.9865 1.8335 0.07
H -3.2206 0.2463 1.5795 0.11
H -2.0299 -2.0187 1.1059 0.09
H -3.3938 -1.4403 0.2834 0.10
H -1.9421 -2.1691 -0.6463 0.08
H -2.2098 1.4465 -1.7071 0.08
H -3.2201 0.1442 -1.4545 0.07
H -1.6153 -0.1783 -2.1473 0.11
```

Values from the calculation:
Lowest unoccupied orbital energy = -3.78 eV
Charge = +1
Gap between HOMO and LUMO = 9.1205 eV
Molecular weight = 169.25 g mol⁻¹
Relative energy (zero: lowest compared OMol25 entry of this formula, charge and spin) = 0.7839 eV

=====

Entry 2:
Here is a structure of composition C32H12AuF15GeN4O2S7 from the OMol25 dataset. Energies are from ωB97M-V/def2-TZVPD.

Structure (XYZ):
```
74
Properties=species:S:1:pos:R:3:lowdin_charge:R:1
Au -1.1714 -0.5884 -1.2242 0.71
N -1.6963 -1.0668 6.2232 0.12
C -2.0198 -0.6636 4.9579 -0.31
C -1.0388 -0.1552 4.0971 -0.02
C -1.3679 0.2235 2.8129 -0.06
C -2.6785 0.1176 2.3589 -0.29
C -3.6697 -0.3496 3.2173 -0.06
C -3.3415 -0.7451 4.4967 -0.02
S -3.0665 0.6590 0.7350 0.62
O -1.8987 1.4060 0.2713 -0.37
O -4.3445 1.2921 0.7493 -0.26
N -2.9997 -0.6289 -0.2707 -0.26
C -3.7941 -1.7498 -0.1542 -0.47
N -4.8457 -1.7196 0.6663 0.13
C -5.5790 -2.8237 0.7261 -0.11
C -5.2979 -3.9554 -0.0183 -0.06
C -4.1802 -3.8781 -0.8301 -0.13
N -3.4176 -2.7954 -0.9015 0.07
H -0.7715 -0.9290 6.5836 0.10
H -2.4080 -1.3583 6.8654 0.10
H -0.0180 -0.0417 4.4450 0.11
H -0.6077 0.6269 2.1571 0.09
H -4.6941 -0.3844 2.8783 0.11
H -4.1163 -1.1085 5.1615 0.11
H -6.4279 -2.7959 1.4019 0.11
H -5.9076 -4.8445 0.0361 0.10
H -3.8756 -4.7189 -1.4448 0.11
C 0.4350 -3.4796 -3.9812 -0.41
S 0.6516 -2.4736 -5.4604 0.88
C -0.1770 -0.9697 -5.2227 -1.00
C -1.1938 -0.5756 -4.3932 -1.13
S -1.9543 -1.5184 -3.2005 0.69
S -1.7353 1.0845 -4.5821 0.91
C -0.6773 1.5426 -5.8619 -1.49
S -0.5923 3.0086 -6.5521 0.61
S 0.3960 0.2361 -6.3263 0.92
H 1.1871 -4.2584 -4.1055 0.04
H -0.5560 -3.9227 -3.9292 0.02
H 0.6524 -2.9076 -3.0833 -0.04
F 3.2583 3.4144 -1.9391 0.11
C 4.0873 2.3671 -1.9870 -0.21
C 3.7156 1.1466 -1.4496 -0.14
C 4.6406 0.1204 -1.5406 -0.23
F 4.3388 -1.0872 -1.0383 0.09
C 5.8808 0.2803 -2.1257 -0.14
F 6.7452 -0.7310 -2.1902 0.13
C 6.2196 1.5161 -2.6503 -0.13
F 7.4064 1.6926 -3.2191 0.14
C 5.3212 2.5664 -2.5814 -0.14
F 5.6502 3.7539 -3.0843 0.13
Ge 1.9785 0.7794 -0.6262 0.76
S 0.9842 -0.5591 -2.0597 0.34
C 2.3257 -0.0954 1.1052 -0.13
C 3.4008 0.3026 1.8838 -0.23
F 4.1792 1.3143 1.4742 0.11
C 3.7082 -0.2833 3.0955 -0.13
F 4.7470 0.1341 3.8153 0.13
C 2.9135 -1.3157 3.5648 -0.13
F 3.1832 -1.8838 4.7367 0.14
C 1.8275 -1.7408 2.8235 -0.15
F 1.0516 -2.7208 3.2818 0.13
C 1.5519 -1.1220 1.6166 -0.23
F 0.4608 -1.5551 0.9630 0.03
C 0.9459 2.4100 -0.3266 -0.15
C 0.7216 2.9620 0.9233 -0.22
F 1.3208 2.4513 2.0164 0.09
C -0.1254 4.0335 1.1267 -0.14
F -0.3240 4.5181 2.3522 0.13
C -0.7776 4.5951 0.0441 -0.12
F -1.6026 5.6186 0.2224 0.15
C -0.5606 4.0898 -1.2256 -0.13
F -1.1755 4.6320 -2.2741 0.14
C 0.2989 3.0227 -1.3885 -0.25
F 0.5005 2.5822 -2.6377 0.06
```

Values from the calculation:
Lowest unoccupied orbital energy (spin up / spin down) = -2.89 / -2.88 eV
Gap between HOMO and LUMO (spin up / spin down) = 5.4038 / 5.4114 eV
Molecular weight = 1263.49 g mol⁻¹

=====

Entry 3:
Here is a cluster of 2 separate species, C3H11NO2 in total at a distorted geometry from the OMol25 dataset. Energies are from ωB97M-V/def2-TZVPD.

Structure (XYZ):
```
17
Properties=species:S:1:pos:R:3:mulliken_spin:R:1
C -0.3979 1.1663 1.1489 0.03
C -0.6147 -0.1455 0.3940 0.10
C 0.0794 -1.4530 0.9241 0.00
O 0.1988 0.1211 -0.7533 0.10
N -1.3209 2.2464 0.4291 0.75
H -1.0070 1.0471 2.1715 0.03
H 0.6232 1.6235 1.2353 0.02
H -1.6385 -0.2237 0.0179 -0.01
H -0.0140 -2.2633 0.1674 0.00
H 1.1162 -1.2446 1.0102 0.00
H -0.4892 -1.7760 1.8408 0.00
H 0.1648 0.8895 -1.1097 0.00
H -0.6782 2.8272 -0.0782 -0.01
H -1.8481 2.6819 1.0791 0.00
H 2.2287 -1.1671 -1.4514 0.00
H 0.8170 -1.5590 -1.8236 0.00
O 1.7476 -1.8671 -1.8547 0.00
```

Values from the calculation:
⟨S²⟩ = 0.76
Lowest unoccupied orbital energy (spin up / spin down) = -3.94 / -9.85 eV
2S+1 = 2
Charge = +1
Gap between HOMO and LUMO (spin up / spin down) = 10.1252 / 4.2159 eV
Molecular weight = 93.13 g mol⁻¹
Relative energy (zero: lowest compared OMol25 entry of this formula, charge and spin) = 3.3722 eV

=====

Entry 4:
Here is a structure of composition C23H17F3GaSb at a distorted geometry from the OMol25 dataset. Energies are from ωB97M-V/def2-TZVPD.

Structure (XYZ):
```
45
Properties=species:S:1:pos:R:3:lowdin_charge:R:1
Ga -1.4456 1.9126 -1.8887 1.00
C -3.8155 1.9731 0.0745 -0.16
C -4.1059 0.7423 -0.5505 -0.10
C -4.5029 1.0252 -1.8709 -0.07
C -4.3498 2.4136 -2.0685 -0.17
C -3.9625 3.0106 -0.8711 -0.12
H -3.4390 2.1534 1.0726 0.10
H -3.9811 -0.2599 -0.1414 0.12
H -4.7109 0.2941 -2.6635 0.14
H -4.3845 2.8704 -3.0652 0.12
H -3.6201 4.0434 -0.7209 0.14
F 2.6383 -2.9430 5.1529 0.15
C 1.9778 -2.2295 4.2143 -0.18
C 0.7355 -2.6716 3.7677 0.06
C 0.1253 -1.9353 2.7490 -0.09
C 0.7146 -0.8116 2.1881 -0.34
C 1.9258 -0.3467 2.7063 -0.05
C 2.5542 -1.0491 3.7612 0.07
Sb -0.4373 0.1973 0.6120 1.49
C -0.0821 -1.4575 -0.7471 -0.40
C 0.9872 -2.3197 -0.6589 -0.11
C 1.1227 -3.4458 -1.5064 0.04
C 0.1446 -3.6330 -2.4711 -0.25
F 0.2056 -4.7245 -3.2497 0.10
C -0.9522 -2.7863 -2.6171 0.03
C -1.0507 -1.6981 -1.7380 -0.15
C 1.1209 1.5491 -0.1726 -0.51
C 2.0712 1.1553 -1.1473 -0.11
C 3.2081 1.9450 -1.4372 0.04
C 3.2630 3.2275 -0.8319 -0.20
F 4.2440 4.1252 -1.1937 0.07
C 2.3627 3.6494 0.1642 0.03
C 1.2786 2.7755 0.4543 -0.16
H 0.1942 -3.5686 4.1065 0.15
H -0.8405 -2.2911 2.4103 0.12
H 2.3841 0.5832 2.3073 0.12
H 3.4991 -0.6415 4.1398 0.15
H 1.7667 -2.1986 0.1163 0.12
H 2.0062 -4.0677 -1.3503 0.14
H -1.7476 -2.9918 -3.3298 0.14
H -1.9437 -1.0743 -1.7574 0.06
H 1.8794 0.2573 -1.7344 0.10
H 3.9295 1.5542 -2.1322 0.13
H 2.5043 4.5970 0.7267 0.14
H 0.5284 3.0905 1.1921 0.10
```

Values from the calculation:
Lowest unoccupied orbital energy (spin up / spin down) = -9.03 / -10.66 eV
Charge = +2
Gap between HOMO and LUMO (spin up / spin down) = 5.8077 / 4.1370 eV
Molecular weight = 541.87 g mol⁻¹